Record 1
A single C17H20ClNO3 molecule. Source: the OMol25 dataset; level of theory: ωB97M-V with the def2-TZVPD basis set.

Geometry as XYZ:
```
42
Properties=species:S:1:pos:R:3:lowdin_charge:R:1
C -3.628 -2.279 0.272 0.008
C -2.833 -1.075 -0.177 -0.353
C -1.965 -1.297 -1.406 -0.440
O -2.029 -2.152 -2.237 0.163
O -1.066 -0.286 -1.447 0.072
C -1.336 0.560 -0.314 -0.294
C -0.157 1.455 0.020 -0.418
O -0.169 2.189 0.989 0.081
N 0.864 1.365 -0.847 0.102
H 0.795 0.703 -1.605 0.152
C 2.104 2.090 -0.676 -0.114
C 3.271 1.157 -0.486 -0.206
C 3.189 0.125 0.441 -0.023
C 4.243 -0.750 0.625 -0.095
C 5.398 -0.586 -0.124 -0.678
C 5.501 0.439 -1.050 -0.102
C 4.435 1.302 -1.228 -0.036
H 4.514 2.100 -1.952 0.112
H 6.405 0.558 -1.626 0.105
Cl 6.723 -1.673 0.099 0.671
H 4.175 -1.550 1.345 0.106
H 2.290 0.010 1.027 0.106
H 1.968 2.717 0.212 0.133
H 2.274 2.737 -1.542 0.127
C -2.646 1.298 -0.643 -0.051
H -2.834 2.072 0.097 0.127
H -2.574 1.762 -1.626 0.133
C -3.676 0.155 -0.603 -0.076
H -4.472 0.339 0.118 0.120
H -4.139 -0.017 -1.575 0.131
C -1.776 -0.459 0.771 -0.387
C -2.314 0.170 2.049 0.002
H -3.264 0.672 1.904 0.084
H -2.447 -0.600 2.806 0.092
H -1.596 0.900 2.417 0.087
C -0.648 -1.424 1.134 0.009
H 0.096 -0.902 1.732 0.088
H -1.039 -2.249 1.724 0.091
H -0.162 -1.836 0.251 0.100
H -4.292 -2.598 -0.527 0.095
H -4.222 -2.035 1.150 0.090
H -2.966 -3.107 0.510 0.089
```

Frontier orbital gap in eV: 9.806
Maximum force in Eh/bohr: 0.0166
Structure (SMILES): CC1(C)[C@@]2(C)CC[C@]1(C(=O)NCc1ccc(Cl)cc1)OC2=O
HOMO energy in Ha: -0.335
ΔE to the lowest compared entry with this formula, charge and spin in eV: 0.2852

Record 2
7 unconnected molecules or ions with the total composition C33H77N3O10 at a distorted geometry. Source: the OMol25 dataset; level of theory: ωB97M-V with the def2-TZVPD basis set.

Geometry as XYZ:
```
123
Properties=species:S:1:pos:R:3:lowdin_charge:R:1
O -7.767 -28.345 -10.541 -0.051
H -6.897 -28.209 -10.165 0.035
H -8.263 -27.567 -10.286 -0.007
C -9.279 -17.088 -12.173 -0.077
C -8.021 -17.610 -11.561 -0.451
C -8.361 -17.672 -10.021 -0.142
C -7.265 -18.261 -9.154 -0.167
C -7.047 -19.680 -9.779 -0.141
C -6.842 -19.901 -11.260 -0.493
N -7.628 -18.958 -12.071 -0.139
O -7.497 -19.138 -13.417 0.008
C -5.346 -19.764 -11.591 -0.028
C -7.337 -21.336 -11.697 -0.021
C -6.978 -16.470 -11.806 -0.027
H -10.146 -17.697 -11.918 0.074
H -9.373 -17.027 -13.258 0.083
H -9.668 -16.108 -11.898 0.090
H -8.419 -16.645 -9.660 0.112
H -9.271 -18.144 -9.652 0.116
H -7.432 -18.504 -8.105 0.106
H -6.405 -17.605 -9.019 0.104
H -7.914 -20.226 -9.406 0.112
H -6.315 -20.337 -9.309 0.113
H -5.034 -18.744 -11.366 0.073
H -4.780 -20.358 -10.873 0.076
H -5.014 -20.117 -12.567 0.082
H -6.962 -22.088 -11.003 0.090
H -8.425 -21.351 -11.769 0.044
H -6.973 -21.529 -12.706 0.075
H -7.229 -15.552 -11.273 0.081
H -6.922 -16.203 -12.861 0.080
H -5.952 -16.753 -11.567 0.063
H -8.157 -19.808 -13.610 0.095
C -14.426 -20.101 -7.700 -0.047
C -14.070 -19.061 -8.744 -0.400
C -13.513 -19.873 -10.107 -0.096
C -14.533 -20.273 -11.200 -0.183
C -15.669 -19.202 -11.366 -0.128
C -16.287 -18.762 -10.029 -0.504
N -15.196 -18.138 -9.208 -0.124
O -15.600 -17.076 -8.373 -0.020
C -17.143 -17.568 -10.420 -0.076
C -17.198 -19.774 -9.354 -0.003
C -12.916 -18.169 -8.162 -0.050
H -13.693 -20.057 -6.894 0.075
H -14.606 -21.120 -8.042 0.071
H -15.337 -19.782 -7.193 0.075
H -12.604 -19.432 -10.517 0.094
H -13.199 -20.844 -9.725 0.081
H -14.915 -21.283 -11.049 0.096
H -13.948 -20.202 -12.117 0.095
H -16.411 -19.722 -11.973 0.121
H -15.091 -18.412 -11.845 0.123
H -17.839 -17.872 -11.202 0.086
H -17.654 -17.180 -9.538 0.083
H -16.741 -16.678 -10.904 0.087
H -18.237 -19.474 -9.488 0.085
H -16.947 -20.718 -9.838 0.071
H -17.037 -19.865 -8.280 0.076
H -12.661 -17.386 -8.877 0.079
H -12.078 -18.625 -7.635 0.080
H -13.366 -17.677 -7.299 0.071
H -14.832 -16.537 -8.575 0.092
C -11.033 -22.011 -12.052 -0.037
C -11.198 -23.378 -12.770 -0.471
C -9.890 -23.572 -13.638 -0.118
C -9.679 -25.074 -14.027 -0.173
C -9.684 -26.043 -12.799 -0.110
C -10.978 -25.892 -11.899 -0.446
N -11.311 -24.414 -11.734 -0.080
O -12.453 -24.145 -10.878 -0.020
C -12.215 -26.622 -12.527 -0.009
C -10.637 -26.532 -10.562 -0.041
C -12.362 -23.362 -13.775 -0.016
H -10.313 -22.012 -11.234 0.079
H -11.993 -21.759 -11.603 0.043
H -10.897 -21.176 -12.739 0.092
H -9.842 -23.074 -14.606 0.101
H -9.064 -23.118 -13.089 0.086
H -8.719 -25.107 -14.542 0.105
H -10.337 -25.347 -14.852 0.100
H -8.795 -25.650 -12.307 0.110
H -9.415 -26.981 -13.285 0.123
H -11.813 -26.930 -13.492 0.072
H -12.569 -27.505 -11.995 0.080
H -13.064 -25.952 -12.660 0.063
H -9.900 -25.788 -10.262 0.085
H -11.453 -26.415 -9.848 0.064
H -10.180 -27.520 -10.617 0.084
H -12.958 -24.270 -13.864 0.076
H -12.104 -22.817 -14.683 0.075
H -13.124 -22.720 -13.332 0.066
H -12.005 -23.947 -10.053 0.094
C -11.663 -27.232 -6.015 -0.162
C -11.947 -25.726 -5.614 -0.236
O -11.528 -24.654 -6.443 -0.100
O -12.816 -28.096 -5.799 -0.082
H -10.694 -27.570 -5.649 0.120
H -11.673 -27.166 -7.103 0.097
H -11.676 -25.444 -4.596 0.109
H -12.989 -25.407 -5.643 0.094
H -11.873 -23.899 -5.961 0.081
H -13.612 -27.804 -6.249 0.075
C -10.857 -23.325 -17.765 -0.316
C -11.909 -22.967 -18.811 -0.224
O -12.679 -21.841 -18.366 -0.074
O -10.155 -24.412 -18.126 -0.038
H -11.334 -23.565 -16.814 0.109
H -10.116 -22.537 -17.629 0.126
H -12.651 -23.686 -19.156 0.128
H -11.396 -22.697 -19.734 0.111
H -12.069 -21.121 -18.188 0.077
H -9.662 -24.137 -18.901 0.096
C -16.408 -24.701 -8.069 -0.198
C -14.815 -24.749 -8.248 -0.243
O -14.287 -25.891 -8.827 -0.066
O -16.603 -23.322 -8.030 -0.091
H -16.658 -25.192 -7.128 0.120
H -16.907 -25.041 -8.976 0.121
H -14.390 -24.608 -7.255 0.095
H -14.490 -23.935 -8.896 0.103
H -13.401 -25.733 -9.161 0.045
H -16.565 -23.052 -8.951 0.072
```

Frontier orbital gap in eV: 8.206
Maximum force in Eh/bohr: 0.0752
Structure (SMILES): CC1(C)CCCC(C)(C)N1O.CC1(C)CCCC(C)(C)N1O.CC1(C)CCCC(C)(C)N1O.OCCO.OCCO.OCCO.O
HOMO energy in Ha: -0.294
ΔE to the lowest compared entry with this formula, charge and spin in eV: 7.5365

The highest maximum force belongs to which entry?
C33H77N3O10

Which of these has the highest maximum force?
C33H77N3O10

frontier orbital gap of number 1 (C17H20ClNO3)?
9.806 eV

The highest maximum force belongs to which entry?
C33H77N3O10